(1)
{
  "formula": "C2H7N2",
  "method": "wB97M-V/def2-TZVPD",
  "s_squared": 0.757,
  "lumo_energy_ev": [0.7, 0.4],
  "relative_energy_ev": 2.423,
  "energy_ha": -189.7445,
  "multiplicity": 2,
  "e_homo_ev": [-4.19, -7.15],
  "molar_mass_g_mol": 59.092,
  "species": ["C", "C", "N", "N", "H", "H", "H", "H", "H", "H", "H"],
  "xyz": [[0.278, 0.152, -0.969], [-0.422, -0.779, -0.284], [-0.172, -0.919, 1.208], [0.666, 1.456, -0.460], [0.401, 0.072, -2.108], [-1.420, -1.121, -0.591], [-0.801, -0.328, 1.766], [0.798, -0.661, 1.478], [-0.227, -1.933, 1.380], [1.109, 2.009, -1.204], [-0.209, 2.053, -0.217]],
  "mulliken_charge": [-0.5075, -0.4896, -0.5792, -0.6532, 0.2351, 0.3207, 0.3984, 0.3909, 0.3847, 0.2846, 0.2151]
}



(2)
{
  "formula": "C39H47CrN3O5PS2Sb",
  "method": "wB97M-V/def2-TZVPD",
  "s_squared": 6.092,
  "lumo_energy_ev": [0.0, -1.0],
  "relative_energy_ev": 2.075,
  "energy_ha": -4477.3120,
  "multiplicity": 5,
  "e_homo_ev": [-6.93, -7.44],
  "molar_mass_g_mol": 906.685,
  "species": ["Cr", "O", "S", "O", "O", "C", "C", "C", "C", "C", "C", "P", "C", "C", "C", "C", "C", "C", "C", "C", "C", "C", "C", "C", "H", "H", "H", "H", "H", "H", "H", "H", "H", "H", "H", "H", "H", "H", "O", "C", "O", "C", "C", "C", "C", "C", "C", "C", "C", "C", "N", "H", "H", "H", "H", "H", "H", "C", "C", "C", "Sb", "C", "C", "C", "C", "C", "C", "H", "H", "H", "H", "H", "H", "H", "H", "H", "H", "H", "H", "H", "H", "H", "H", "H", "H", "H", "H", "H", "C", "N", "C", "N", "S", "H", "H", "H", "H", "H", "H"],
  "xyz": [[-1.362, 0.931, 0.590], [-3.423, 2.328, 2.902], [-3.561, 2.670, 1.501], [-4.768, 3.339, 1.104], [-3.283, 1.446, 0.646], [-2.164, 3.663, 1.061], [-2.139, 5.036, 1.237], [-0.969, 5.713, 0.917], [0.137, 5.012, 0.452], [0.088, 3.631, 0.291], [-1.077, 2.924, 0.584], [-1.226, 0.894, -1.763], [-1.386, -0.800, -2.345], [-2.454, -1.522, -1.821], [-2.677, -2.822, -2.244], [-1.832, -3.400, -3.185], [-0.768, -2.676, -3.705], [-0.541, -1.373, -3.286], [-2.359, 1.805, -2.831], [-3.208, 2.778, -2.313], [-4.051, 3.478, -3.165], [-4.047, 3.206, -4.523], [-3.213, 2.222, -5.043], [-2.376, 1.514, -4.199], [-3.015, 5.562, 1.596], [-0.921, 6.788, 1.031], [1.047, 5.550, 0.211], [0.963, 3.103, -0.071], [-3.112, -1.067, -1.087], [-3.506, -3.385, -1.834], [-2.002, -4.418, -3.508], [-0.107, -3.126, -4.435], [0.291, -0.811, -3.692], [-3.209, 2.982, -1.255], [-4.715, 4.230, -2.759], [-4.706, 3.754, -5.185], [-3.222, 2.009, -6.104], [-1.730, 0.745, -4.598], [2.355, -0.642, 0.063], [1.442, 0.069, -0.317], [0.526, 0.518, 0.504], [1.403, 0.530, -1.726], [2.440, 0.211, -2.589], [2.534, 0.787, -3.834], [1.713, 1.920, -4.137], [1.966, 2.764, -5.227], [1.265, 3.941, -5.389], [0.324, 4.323, -4.436], [0.048, 3.501, -3.356], [0.692, 2.275, -3.238], [0.372, 1.368, -2.186], [3.179, -0.491, -2.226], [3.320, 0.506, -4.523], [2.746, 2.489, -5.927], [1.473, 4.583, -6.236], [-0.190, 5.271, -4.527], [-0.657, 3.812, -2.599], [3.910, -0.172, 2.971], [3.742, -1.687, 3.096], [4.798, -2.426, 2.283], [1.683, -2.245, 2.641], [1.931, -3.513, 0.878], [2.409, -4.946, 1.083], [0.621, -3.485, 0.091], [1.475, -3.714, 4.250], [0.158, -4.470, 4.083], [2.645, -4.657, 4.521], [4.912, 0.133, 3.293], [3.185, 0.368, 3.584], [3.772, 0.148, 1.938], [3.850, -1.961, 4.151], [4.667, -2.244, 1.214], [4.765, -3.504, 2.450], [5.802, -2.080, 2.551], [2.680, -2.963, 0.304], [1.691, -5.534, 1.660], [3.372, -4.997, 1.591], [2.522, -5.442, 0.112], [-0.194, -3.953, 0.652], [0.725, -4.030, -0.854], [0.313, -2.463, -0.139], [1.375, -3.051, 5.114], [0.189, -5.137, 3.217], [-0.686, -3.790, 3.940], [-0.056, -5.091, 4.961], [2.768, -5.391, 3.725], [2.478, -5.214, 5.451], [3.589, -4.119, 4.628], [-2.503, 0.457, 5.212], [-2.575, -0.410, 4.043], [-1.804, -0.302, 2.975], [-0.867, 0.683, 2.912], [-1.983, -1.288, 1.611], [-3.198, 0.079, 5.956], [-2.784, 1.476, 4.953], [-1.500, 0.425, 5.641], [-3.392, -0.984, 3.917], [-0.845, 1.398, 3.624], [0.016, 0.448, 2.453]],
  "mulliken_charge": [-0.2146, -0.6331, 1.3471, -0.7778, -0.5298, 0.9161, -0.6062, -0.7218, -0.8856, -0.8470, 0.4526, 1.3129, 0.7321, -1.0832, -0.8335, -0.6560, -0.8499, -0.0869, 0.4460, -0.0474, -0.8934, -0.5812, -0.8818, -0.7583, 0.5215, 0.4004, 0.4530, 0.4762, 0.6715, 0.4622, 0.3986, 0.4582, 0.1695, 0.4568, 0.4921, 0.4120, 0.4358, 0.4130, -0.5168, -0.8010, 1.3349, -0.3457, -0.1995, -1.9004, 1.0305, -0.7584, -0.8459, -0.9413, -0.2991, 0.3435, 2.0991, 0.5381, 0.3903, 0.4424, 0.3924, 0.4698, 0.4392, -1.5228, 0.3018, -1.2827, 0.0651, 0.5190, -1.5645, -1.1573, 0.2201, -1.2444, -1.2827, 0.5018, 0.3180, 0.2068, 0.4821, 0.1764, 0.2218, 0.4657, 0.2912, 0.2809, 0.2507, 0.4355, 0.2934, 0.4439, -0.0056, 0.3690, 0.1994, 0.2031, 0.4443, 0.2030, 0.4634, 0.2478, -0.9826, -0.0159, 0.5630, -0.1544, -0.5538, 0.3853, 0.3075, 0.2723, 0.2688, 0.2864, -0.3329]
}



(3)
{
  "formula": "C22H24FNO2SiTc",
  "method": "wB97M-V/def2-TZVPD",
  "s_squared": 0.754,
  "lumo_energy_ev": [0.1, 0.1],
  "relative_energy_ev": 0.540,
  "energy_ha": -1528.1173,
  "multiplicity": 2,
  "e_homo_ev": [-7.62, -8.09],
  "molar_mass_g_mol": 479.523,
  "species": ["Tc", "C", "Si", "C", "C", "N", "C", "C", "C", "C", "C", "C", "O", "C", "C", "C", "C", "C", "C", "H", "H", "H", "H", "H", "H", "H", "H", "H", "H", "H", "H", "H", "H", "H", "H", "H", "H", "O", "F", "C", "C", "C", "C", "C", "C", "C", "H", "H", "H", "H", "H", "H"],
  "xyz": [[0.093, 0.177, -0.180], [-4.008, 0.675, 1.426], [-2.242, 0.985, 1.970], [-1.669, 2.592, 1.199], [-2.143, 1.170, 3.831], [-1.175, -0.266, 1.377], [-1.338, -1.626, 1.673], [-2.300, -2.174, 2.524], [-2.377, -3.545, 2.734], [-1.493, -4.412, 2.114], [-0.510, -3.902, 1.271], [-0.466, -2.541, 1.077], [0.475, -1.909, 0.260], [1.558, -2.624, -0.278], [2.546, -3.077, 0.575], [3.631, -3.746, 0.029], [3.713, -3.938, -1.345], [2.712, -3.460, -2.177], [1.614, -2.796, -1.645], [-4.631, 1.540, 1.666], [-4.460, -0.199, 1.896], [-4.047, 0.527, 0.344], [-2.301, 3.408, 1.562], [-1.747, 2.584, 0.109], [-0.638, 2.832, 1.467], [-2.769, 2.002, 4.163], [-1.115, 1.384, 4.132], [-2.464, 0.277, 4.368], [-2.998, -1.522, 3.031], [-3.140, -3.934, 3.396], [-1.559, -5.478, 2.278], [0.194, -4.554, 0.774], [2.461, -2.908, 1.641], [4.416, -4.109, 0.677], [4.565, -4.454, -1.766], [2.779, -3.598, -3.248], [0.829, -2.402, -2.277], [1.261, 0.961, -1.063], [0.275, -1.455, -6.828], [-0.133, -1.144, -5.577], [0.192, 0.094, -5.057], [-0.218, 0.403, -3.771], [-0.953, -0.502, -3.002], [-1.409, -0.175, -1.612], [-1.265, -1.734, -3.574], [-0.856, -2.071, -4.859], [0.764, 0.793, -5.651], [0.059, 1.358, -3.343], [-1.968, -1.028, -1.215], [-2.090, 0.683, -1.616], [-1.843, -2.452, -3.002], [-1.098, -3.028, -5.301]],
  "mulliken_charge": [0.8467, -1.0323, -0.1083, -1.0795, -1.0742, 0.3591, 0.0239, -0.0702, -1.1050, -0.7317, -0.4699, 0.8456, 0.0851, -0.5299, -0.0043, -0.6596, -0.5176, -0.6603, 0.1301, 0.4006, 0.3685, 0.2907, 0.3588, 0.2718, 0.2871, 0.3433, 0.3139, 0.3375, 0.2620, 0.3960, 0.3922, 0.4750, 0.4826, 0.3894, 0.3944, 0.4381, 0.3069, -0.7587, -0.3402, 0.4023, -0.7436, -0.1025, 0.7206, -1.5413, -0.2002, -0.6208, 0.4276, 0.3907, 0.3111, 0.5072, 0.3520, 0.4394]
}



(4)
{
  "formula": "C6H10O",
  "method": "wB97M-V/def2-TZVPD",
  "lumo_energy_ev": 0.9,
  "relative_energy_ev": 6.904,
  "energy_ha": -309.5887,
  "e_homo_ev": -6.89,
  "molar_mass_g_mol": 98.145,
  "species": ["C", "C", "O", "C", "C", "C", "C", "H", "H", "H", "H", "H", "H", "H", "H", "H", "H"],
  "xyz": [[-2.102, -0.951, 0.368], [-0.706, 0.583, 0.734], [-0.480, -0.957, 1.064], [0.662, -0.952, 0.210], [0.395, -0.502, -1.193], [0.564, 0.524, -0.105], [1.609, 1.603, -0.151], [-2.429, -0.420, -0.519], [-2.075, -2.034, 0.199], [-2.695, -0.690, 1.237], [-0.503, 1.084, 1.691], [1.463, -1.639, 0.478], [1.242, -0.641, -1.862], [-0.577, -0.671, -1.650], [1.218, 2.488, -0.666], [1.913, 1.903, 0.859], [2.501, 1.270, -0.693]],
  "mulliken_charge": [-0.7577, -0.5064, -0.2815, -0.1699, -0.7572, 0.9659, -1.4812, 0.3855, 0.2994, 0.3253, 0.1922, 0.3814, 0.2842, 0.1332, 0.3356, 0.3159, 0.3354]
}